Record 1
ORCA calculation (wB97M-V/def2-TZVPD) on C38H41BeN4O6P2 as an isolated structure.

Charge   +1

Each line ends with the Mulliken charge.
Cartesian coordinates (Å):
1 Be 1.18518 0.46663 0.57840  0.391
2 C -1.51088 -0.20106 -1.86424  -2.006
3 C -2.61754 -0.19209 -0.81067  -1.375
4 P -2.11124 -1.25086 0.61305  1.330
5 C -2.35091 -2.89395 -0.15721  0.205
6 C -3.59826 -3.44499 -0.44734  -0.733
7 C -3.69181 -4.66900 -1.09014  -0.663
8 C -2.53960 -5.35481 -1.45487  -0.567
9 C -1.29391 -4.81993 -1.16582  -0.606
10 C -1.19974 -3.59803 -0.51115  -0.138
11 C -3.55874 -1.15021 1.72460  0.020
12 C -3.53648 -1.98334 2.84949  -0.561
13 C -4.55991 -1.94582 3.78331  -0.703
14 C -5.61720 -1.05653 3.62109  -0.481
15 C -5.64417 -0.21753 2.51829  -0.751
16 C -4.62399 -0.26594 1.57311  -0.220
17 P 0.01745 0.71613 -1.39967  2.546
18 C -0.37997 2.44570 -1.79809  0.059
19 C -0.04170 3.45901 -0.90670  0.286
20 C -0.28614 4.78818 -1.22677  -1.200
21 C -0.87636 5.11333 -2.43736  -0.512
22 C -1.21505 4.10844 -3.33502  -0.888
23 C -0.96331 2.78380 -3.01989  -0.383
24 C 1.19413 0.23752 -2.70629  0.213
25 C 2.02066 1.19654 -3.29271  -0.712
26 C 3.05898 0.81230 -4.12866  -1.049
27 C 3.28987 -0.53274 -4.38315  -0.467
28 C 2.46902 -1.49343 -3.80994  -0.584
29 C 1.42732 -1.11159 -2.97545  -0.393
30 H -1.86397 0.23361 -2.80073  0.716
31 H -1.22858 -1.22926 -2.09709  0.624
32 H -3.53966 -0.57766 -1.25346  0.853
33 H -2.80186 0.82548 -0.46029  0.624
34 H -4.50182 -2.91584 -0.16598  0.362
35 H -4.66462 -5.09042 -1.30765  0.419
36 H -2.61604 -6.31081 -1.95597  0.381
37 H -0.39487 -5.35916 -1.43576  0.449
38 H -0.22737 -3.19102 -0.25483  0.385
39 H -2.71298 -2.67891 2.97947  0.435
40 H -4.53867 -2.61547 4.63375  0.441
41 H -6.41895 -1.02660 4.34707  0.422
42 H -6.46862 0.47042 2.38106  0.434
43 H -4.67366 0.38890 0.71293  0.321
44 H 0.40406 3.20814 0.04567  0.223
45 H -0.01734 5.56890 -0.52708  0.454
46 H -1.07061 6.14826 -2.68590  0.414
47 H -1.66801 4.35826 -4.28519  0.444
48 H -1.20313 2.01641 -3.74528  0.343
49 H 1.85660 2.24894 -3.09414  0.412
50 H 3.69811 1.56400 -4.57313  0.415
51 H 4.11528 -0.83051 -5.01581  0.358
52 H 2.65258 -2.54399 -3.99277  0.446
53 H 0.81834 -1.88146 -2.51570  0.277
54 O -1.41679 1.69705 1.51841  -0.720
55 C -0.37686 1.61357 2.15544  0.091
56 O 0.81537 1.56189 1.68863  -0.472
57 C -0.47842 1.59830 3.67977  -0.144
58 N -1.84878 1.05379 3.99156  0.347
59 C -2.50150 1.93434 5.02546  -0.607
60 C -1.35455 2.77353 5.57281  -0.661
61 C -0.45510 2.96974 4.35226  -0.879
62 H 0.26330 0.91877 4.08569  0.462
63 H -1.78964 0.07726 4.27822  0.456
64 H -2.34859 1.07307 3.08365  -0.035
65 H -3.00846 1.31531 5.76007  0.421
66 H -3.23762 2.54615 4.50799  0.300
67 H -0.82357 2.22965 6.35589  0.338
68 H -1.71174 3.70986 5.99580  0.416
69 H 0.55960 3.26285 4.60972  0.412
70 H -0.87450 3.72621 3.68518  0.376
71 O 0.31505 -1.04857 2.85204  -0.236
72 N 0.97930 -1.69777 2.08347  -0.122
73 O 1.32236 -1.07860 0.98542  -0.103
74 O 4.89296 -3.88798 -2.85043  -0.474
75 C 5.94814 -3.27963 -2.12137  -0.533
76 N 5.40632 -2.16020 -1.41245  -0.105
77 C 5.55791 -0.88378 -1.85689  0.296
78 O 6.28621 -0.55995 -2.77052  -0.657
79 C 4.78058 0.15824 -1.10213  0.184
80 C 5.32339 1.42939 -0.96026  -0.381
81 C 4.59687 2.40141 -0.29523  -1.214
82 C 3.33601 2.08274 0.17610  0.063
83 N 2.79965 0.87102 0.01005  0.511
84 C 3.51444 -0.07619 -0.60752  -0.283
85 H 5.25248 -4.62675 -3.35290  0.287
86 H 6.72713 -2.89778 -2.78096  0.384
87 H 6.37584 -3.98475 -1.40461  0.370
88 H 4.75311 -2.34681 -0.66964  0.214
89 H 6.30061 1.63580 -1.37658  0.541
90 H 4.99157 3.39586 -0.14668  0.466
91 H 2.71964 2.80341 0.69564  0.494
92 H 3.02834 -1.03636 -0.71451  0.487

Forces on the atoms, in the same order (eV/Å):
0.10 0.09 0.10
0.04 -0.02 -0.05
-0.06 0.06 -0.01
0.00 0.03 -0.07
0.10 -0.04 0.03
0.00 0.02 -0.02
-0.01 0.01 0.01
0.01 0.00 0.00
0.02 -0.01 0.00
-0.05 -0.01 0.02
0.03 0.00 0.05
0.00 0.02 0.01
0.03 0.00 0.01
0.00 0.02 0.02
0.00 0.02 0.02
0.03 0.04 0.01
-0.14 -0.06 -0.02
0.03 0.00 -0.02
-0.02 0.02 0.00
0.00 0.00 0.00
0.00 0.00 0.01
0.00 -0.01 -0.01
0.01 0.04 0.00
0.05 0.05 0.00
-0.03 -0.01 -0.03
0.01 -0.03 0.01
0.01 0.02 -0.01
-0.03 -0.03 0.01
0.03 0.00 0.02
-0.01 -0.01 0.01
0.06 -0.04 0.02
-0.01 0.05 -0.01
0.03 0.00 0.04
-0.01 0.00 0.01
0.00 0.00 0.00
0.00 0.00 0.00
0.00 0.00 0.00
0.02 0.02 0.00
-0.01 0.00 0.00
0.00 0.00 0.00
-0.01 0.00 0.00
-0.01 0.00 0.00
0.00 0.00 -0.01
-0.01 -0.01 0.01
0.00 0.01 0.00
0.00 0.00 0.00
0.00 0.00 0.00
0.00 -0.02 0.00
0.01 0.00 0.00
0.00 0.01 0.00
0.00 0.00 0.00
0.01 0.01 0.00
-0.03 0.00 0.03
-0.08 -0.07 -0.04
0.04 0.09 0.10
0.04 -0.05 -0.10
0.05 -0.04 -0.05
-0.05 -0.09 -0.06
-0.03 0.00 0.02
0.00 0.00 0.00
-0.02 0.00 -0.02
0.01 0.03 0.04
-0.01 -0.03 -0.03
-0.05 0.01 0.06
-0.01 -0.01 -0.01
0.00 -0.01 0.00
0.00 0.00 0.00
0.00 0.00 0.00
0.00 0.00 -0.01
-0.02 -0.01 0.00
-0.02 -0.03 0.01
-0.01 0.01 0.02
-0.04 -0.08 -0.11
-0.01 0.02 -0.04
0.01 0.01 0.00
-0.06 -0.02 -0.04
-0.03 0.02 0.04
0.05 0.00 -0.01
0.02 0.04 -0.04
-0.03 0.03 -0.01
-0.02 -0.02 -0.01
-0.01 0.04 -0.09
-0.03 0.01 0.10
0.06 -0.07 0.04
0.00 -0.02 0.00
0.00 -0.01 0.01
-0.02 -0.01 -0.01
0.06 -0.01 0.03
0.01 -0.01 0.00
0.00 0.00 0.00
0.01 0.01 0.02
-0.02 0.01 0.03



Record 2
ORCA calculation (wB97M-V/def2-TZVPD) on C38H41N4O4P2SW as an isolated structure.

Charge   +1

Each line ends with the Mulliken charge.
Cartesian coordinates (Å):
1 W -0.36253 -0.78872 -0.08647  1.304
2 C 2.40005 -1.72186 1.67717  -1.301
3 P 0.74330 -1.24402 2.26451  1.018
4 C 0.85301 0.39110 3.03202  0.682
5 C -0.28337 0.85477 3.69292  -0.646
6 C -0.29224 2.12380 4.24663  -0.711
7 C 0.82945 2.93574 4.13950  -0.532
8 C 1.95855 2.47950 3.47429  -0.688
9 C 1.97369 1.20940 2.91616  -0.355
10 C 0.39136 -2.37343 3.64043  0.749
11 C 1.18182 -2.16460 4.77845  -0.805
12 C 1.04905 -2.98624 5.88170  -0.764
13 C 0.12289 -4.02205 5.86708  -0.525
14 C -0.66315 -4.23147 4.74725  -0.935
15 C -0.53235 -3.41130 3.63319  0.008
16 C 2.68596 -0.78787 0.55094  -0.041
17 C 3.85401 -0.21217 0.15574  -0.955
18 C 3.51519 0.85217 -0.73139  -1.430
19 C 2.15954 0.88098 -0.84297  0.242
20 C 1.28447 1.86784 -1.54303  -1.707
21 P -0.15883 2.11922 -0.43694  0.678
22 C -0.48542 3.88306 -0.28682  0.437
23 C -0.88330 4.37879 0.95211  0.282
24 C -1.17159 5.72883 1.09417  -0.967
25 C -1.05722 6.57821 0.00512  -0.495
26 C -0.65657 6.08748 -1.23246  -0.949
27 C -0.37035 4.74212 -1.38371  -0.321
28 C -1.51377 1.34981 -1.45783  -0.796
29 C -3.15592 2.51468 -1.63949  0.041
30 C -4.43267 2.62366 -2.39068  -1.032
31 C -5.15892 1.53496 -2.62299  -0.626
32 C -4.74584 0.23178 -2.10606  -0.518
33 C -3.71670 0.07700 -1.27582  -1.285
34 N 1.60728 -0.15635 -0.07240  1.638
35 H 2.36802 -2.77880 1.39301  0.478
36 H 3.13571 -1.61910 2.47771  0.564
37 H -1.16792 0.23319 3.76952  0.338
38 H -1.17783 2.47894 4.75604  0.441
39 H 0.82293 3.92623 4.57540  0.459
40 H 2.83234 3.11153 3.38825  0.477
41 H 2.85496 0.87590 2.38324  0.325
42 H 1.88987 -1.34481 4.81003  0.377
43 H 1.66201 -2.81406 6.75602  0.427
44 H 0.01448 -4.66116 6.73308  0.398
45 H -1.38776 -5.03408 4.73316  0.450
46 H -1.15326 -3.58959 2.76864  0.410
47 H 4.83742 -0.46699 0.51649  0.560
48 H 4.19582 1.54177 -1.20384  0.621
49 H 0.94747 1.52679 -2.52649  0.411
50 H 1.82261 2.80529 -1.68162  0.694
51 H -0.97918 3.70672 1.79624  0.378
52 H -1.48628 6.11503 2.05421  0.456
53 H -1.28105 7.63086 0.11680  0.418
54 H -0.57130 6.75516 -2.07924  0.446
55 H -0.07675 4.35385 -2.35085  0.452
56 H -2.90139 3.43512 -1.11393  0.261
57 H -4.74409 3.60079 -2.73315  0.476
58 H -6.08299 1.59677 -3.18171  0.437
59 H -5.33202 -0.63502 -2.38343  0.496
60 H -3.48662 -0.89798 -0.87417  0.247
61 O -3.07854 1.81437 1.57638  -0.565
62 C -2.66976 1.13131 0.69208  -0.577
63 O -1.80423 0.08686 0.93912  -0.523
64 C -2.88942 1.23942 -0.79822  2.740
65 O -2.01787 2.11805 -2.52025  -0.555
66 O -0.94225 0.07164 -1.70442  -0.358
67 C -2.37430 -5.27695 -1.02517  -0.979
68 N -1.44901 -4.25581 -1.51790  0.003
69 C -0.72842 -3.55926 -0.50191  -0.372
70 N -0.03566 -4.51442 0.30257  -0.427
71 S -1.81549 -2.53384 0.57148  -0.737
72 H -2.99764 -5.59380 -1.85856  0.394
73 H -3.02606 -4.91446 -0.22129  0.324
74 H -1.83083 -6.14259 -0.65700  0.325
75 H -1.95275 -3.58422 -2.08222  0.288
76 H 0.51479 -5.14701 -0.26443  0.407
77 H 0.54568 -4.09081 1.01081  0.071
78 C 1.98348 -1.67184 -2.56332  -1.977
79 C 0.87689 -2.68827 -2.33303  1.734
80 C -0.09598 -2.56969 -3.52161  -1.566
81 C 1.52941 -4.07162 -2.30991  -2.013
82 N 0.10409 -2.43685 -1.03387  1.537
83 H 2.49433 -1.96361 -3.48097  0.721
84 H 2.71850 -1.66052 -1.76431  0.347
85 H 1.58727 -0.67318 -2.72812  0.301
86 H 0.48175 -2.33969 -4.41724  0.435
87 H -0.80324 -1.75088 -3.37739  0.126
88 H -0.63469 -3.49460 -3.70328  0.502
89 H 2.08608 -4.18963 -3.24008  0.534
90 H 0.79871 -4.87429 -2.26859  0.389
91 H 2.24182 -4.15934 -1.48777  0.280

Forces on the atoms, in the same order (eV/Å):
0.13 -0.57 0.38
0.06 -0.01 -0.01
-0.10 0.11 -0.13
0.05 0.00 -0.04
-0.05 -0.01 0.00
0.01 0.01 -0.01
0.01 0.00 0.00
-0.02 0.01 0.01
0.02 0.00 -0.01
0.04 0.11 0.10
-0.04 0.01 0.00
0.00 0.00 0.00
-0.01 -0.01 0.01
0.00 0.00 -0.01
-0.01 -0.05 -0.09
0.03 -0.08 0.05
-0.09 0.01 0.07
-0.05 0.00 -0.03
0.01 -0.03 0.03
-0.02 0.01 -0.09
0.02 0.00 0.19
0.04 0.06 -0.08
-0.03 0.01 0.02
-0.01 -0.03 0.01
0.00 0.04 -0.01
0.00 0.01 -0.02
-0.01 -0.07 0.06
0.08 -0.18 -0.16
-0.04 -0.02 -0.07
-0.01 0.00 0.01
0.03 0.03 -0.01
0.01 -0.04 0.03
-0.02 0.06 -0.07
0.12 0.07 -0.28
-0.05 0.03 0.00
0.01 -0.02 -0.03
0.01 -0.01 -0.01
-0.01 0.00 0.01
0.00 0.01 0.00
0.00 0.00 0.00
-0.02 -0.01 0.02
0.00 0.01 -0.01
0.00 0.00 0.00
0.00 0.00 0.00
-0.01 -0.01 0.00
0.01 0.01 0.03
0.01 -0.02 0.00
0.01 0.01 -0.01
0.01 0.00 0.01
0.00 -0.01 0.01
0.01 0.00 0.01
0.00 0.00 0.01
0.00 0.00 0.00
0.00 0.01 0.00
0.01 0.01 -0.02
0.02 -0.02 -0.03
0.00 0.02 0.01
-0.01 0.00 0.00
0.00 -0.01 0.00
0.04 -0.07 0.04
-0.04 0.03 -0.05
0.19 -0.21 0.17
-0.28 0.10 -0.15
-0.05 0.16 0.13
-0.06 0.01 0.04
0.00 0.22 -0.04
-0.05 -0.05 0.01
-0.01 0.06 0.02
-0.03 -0.01 -0.08
0.04 -0.09 -0.09
0.02 0.18 0.05
0.00 0.00 0.00
0.01 0.01 0.00
0.01 0.02 0.00
0.01 0.03 -0.01
0.01 0.03 0.04
-0.05 0.03 0.07
-0.02 0.07 0.00
-0.08 -0.08 0.07
-0.04 0.01 0.00
0.06 -0.01 -0.05
0.09 0.06 -0.16
0.01 0.00 0.01
0.03 0.03 0.06
-0.01 0.04 0.02
0.00 -0.02 0.00
0.01 0.00 0.02
-0.02 -0.01 0.01
0.01 0.01 0.00
-0.02 0.01 -0.01
0.01 0.00 0.01



Across the entries above, highest occupied orbital energy takes the values -10.34 -10.80 eV, respectively.
Across the entries above, energy above the lowest of the compared OMol25 structures with the same formula, charge and spin takes the values 4.8 35.8 kcal/mol, respectively.